ORCA calculation (ωB97M-V with the def2-TZVPD basis set) on an isolated molecule of C4H4S in a non-equilibrium geometry.

Last column: natural (NBO) charge in e.
CARTESIAN COORDINATES (ANGSTROEM)
1 C 0.89 1.64 0.01  -0.499
2 C -0.26 0.87 -0.06  0.234
3 C 2.01 0.88 0.12  -0.090
4 C -0.49 -0.59 0.08  -0.742
5 S 2.76 -0.48 -0.04  0.158
6 H 0.76 2.59 -0.33  0.253
7 H -1.43 -0.88 -0.24  0.236
8 H -0.35 -0.99 0.99  0.225
9 H 0.22 -1.13 -0.52  0.226

Calculated values
HOMO (spin up / spin down) ... -6.83 / -9.36 eV
⟨S²⟩ ... 2.05
ΔE to the lowest compared entry with this formula, charge and spin ... 0.24 kcal/mol
E ... -552.8021 Eh
Spin multiplicity ... 3
LUMO (spin up / spin down) ... -0.432 / -1.142 eV